(1)
C52H121InN9O18 | ωB97M-V with the def2-TZVPD basis set

Geometry (Å):
In1 -5.034 1.837 1.629
C1 -0.256 2.329 -0.079
C2 -1.521 1.868 0.423
C3 -1.754 0.268 0.253
O1 -2.818 -0.159 0.710
C4 -0.811 -0.540 -0.412
C5 0.412 0.025 -0.829
C6 0.601 1.533 -0.715
O2 1.659 2.140 -1.163
O3 1.252 -0.732 -1.484
O4 -2.277 2.515 1.175
H1 -0.100 3.391 0.038
H2 -1.197 -1.506 -0.701
C7 -0.702 3.787 -5.424
C8 -0.118 2.672 -4.581
C9 -0.303 1.260 -5.278
O5 0.327 0.257 -4.493
C10 -0.026 -1.090 -4.708
N1 1.287 2.915 -4.408
H3 -0.242 3.818 -6.412
H4 -0.618 4.735 -4.894
H5 -1.774 3.614 -5.521
H6 -0.469 2.777 -3.554
H7 0.145 1.311 -6.270
H8 -1.389 1.187 -5.330
H9 0.412 -1.658 -3.887
H10 0.356 -1.387 -5.684
H11 -1.115 -1.134 -4.708
H12 1.544 2.966 -5.383
H13 1.500 3.868 -4.148
C11 1.956 4.009 4.867
C12 2.283 2.835 3.937
C13 2.683 1.492 4.692
O6 3.489 0.542 3.885
C14 4.855 0.879 3.915
N2 1.181 2.587 3.112
H14 2.872 4.331 5.362
H15 1.091 3.769 5.486
H16 1.700 4.896 4.288
H17 3.273 3.031 3.524
H18 1.778 0.951 4.968
H19 3.209 1.677 5.629
H20 5.320 0.729 4.890
H21 5.086 1.904 3.627
H22 5.425 0.250 3.231
H23 1.122 3.193 2.306
H24 1.299 1.656 2.737
C15 0.975 -0.840 2.423
C16 1.106 -2.312 2.207
C17 2.537 -2.788 2.454
O7 2.719 -4.214 2.572
C18 3.042 -4.834 1.316
N3 0.220 -3.050 3.065
H25 1.630 -0.139 1.906
H26 1.141 -0.603 3.473
H27 -0.060 -0.542 2.257
H28 0.850 -2.541 1.172
H29 2.849 -2.401 3.424
H30 3.280 -2.399 1.757
H31 3.107 -5.906 1.505
H32 4.006 -4.480 0.950
H33 2.243 -4.809 0.575
H34 0.455 -2.931 4.040
H35 0.415 -4.041 3.060
C19 -2.929 -3.327 -2.592
C20 -3.140 -4.509 -3.603
C21 -2.000 -5.114 -4.523
O8 -1.749 -4.200 -5.621
C22 -0.682 -4.723 -6.456
N4 -3.684 -5.554 -2.835
H36 -2.265 -2.629 -3.101
H37 -2.412 -3.733 -1.722
H38 -3.966 -3.061 -2.387
H39 -3.936 -4.290 -4.314
H40 -2.438 -5.982 -5.016
H41 -1.124 -5.522 -4.018
H42 -1.025 -5.668 -6.878
H43 0.192 -4.942 -5.843
H44 -0.368 -4.167 -7.339
H45 -2.984 -5.804 -2.151
H46 -3.720 -6.296 -3.519
C23 3.206 -3.327 -2.821
O9 4.048 -2.133 -2.838
C24 5.387 -2.631 -2.857
C25 6.341 -1.383 -3.061
N5 5.993 -0.617 -4.279
C26 7.115 0.270 -4.570
C27 6.696 1.115 -5.832
O10 5.562 1.905 -5.523
C28 5.136 2.691 -6.739
H47 3.377 -3.857 -1.884
H48 3.321 -3.926 -3.725
H49 2.164 -3.007 -2.811
H50 5.452 -3.398 -3.629
H51 5.622 -3.191 -1.952
H52 7.246 -1.987 -3.123
H53 6.427 -0.780 -2.157
H54 5.761 -1.144 -5.108
H55 8.027 -0.290 -4.783
H56 7.420 0.988 -3.809
H57 6.402 0.380 -6.582
H58 7.423 1.862 -6.152
H59 5.984 3.306 -7.040
H60 4.371 3.355 -6.336
H61 4.895 2.237 -7.700
C29 4.782 -0.192 -0.006
O11 4.771 0.809 -1.002
C30 5.006 2.110 -0.411
C31 5.188 3.238 -1.544
N6 4.042 3.391 -2.530
C32 4.266 4.710 -3.245
C33 3.260 5.747 -2.701
O12 1.985 5.447 -3.240
C34 1.251 6.628 -3.506
H62 4.152 -0.004 0.863
H63 5.764 -0.197 0.468
H64 4.516 -1.151 -0.450
H65 6.000 2.165 0.033
H66 4.286 2.317 0.380
H67 6.176 3.015 -1.946
H68 5.315 4.205 -1.057
H69 3.199 3.648 -2.038
H70 3.906 4.536 -4.260
H71 5.318 4.983 -3.161
H72 3.667 6.717 -2.988
H73 3.293 5.651 -1.616
H74 0.844 6.999 -2.565
H75 0.338 6.509 -4.090
H76 1.798 7.364 -4.095
C35 -2.434 -4.192 1.088
O13 -2.689 -3.785 2.489
C36 -3.264 -4.826 3.262
C37 -2.803 -4.487 4.731
N7 -1.351 -4.653 4.838
C38 -1.072 -4.172 6.189
C39 0.406 -4.143 6.497
O14 1.155 -3.059 5.932
C40 1.002 -1.788 6.489
H77 -1.715 -5.008 1.159
H78 -2.105 -3.352 0.476
H79 -3.377 -4.482 0.625
H80 -2.891 -5.772 2.871
H81 -4.348 -4.946 3.240
H82 -3.311 -5.127 5.452
H83 -3.026 -3.425 4.838
H84 -0.970 -4.030 4.141
H85 -1.633 -4.875 6.805
H86 -1.482 -3.167 6.290
H87 0.895 -5.022 6.076
H88 0.439 -4.185 7.585
H89 1.426 -1.837 7.492
H90 -0.058 -1.596 6.655
H91 1.547 -1.016 5.946
C41 -2.861 -0.710 3.749
O15 -2.845 0.700 3.526
C42 -2.032 1.419 4.510
C43 -2.166 2.952 4.190
N8 -3.544 3.347 3.835
C44 -3.675 4.772 3.507
C45 -5.167 5.218 3.510
O16 -5.995 4.679 2.476
C46 -7.276 5.314 2.499
H92 -1.965 -1.264 4.027
H93 -3.164 -1.332 2.906
H94 -3.505 -1.006 4.577
H95 -0.996 1.088 4.452
H96 -2.242 1.207 5.559
H97 -1.457 3.085 3.373
H98 -1.756 3.280 5.146
H99 -4.127 3.052 4.605
H100 -3.281 4.959 2.508
H101 -3.111 5.464 4.133
H102 -5.181 6.272 3.232
H103 -5.660 5.099 4.475
H104 -7.997 4.919 1.783
H105 -7.257 6.401 2.422
H106 -7.680 5.245 3.509
C47 -3.537 2.703 -2.073
O17 -4.304 1.669 -1.431
C48 -4.494 0.489 -2.267
C49 -5.601 -0.435 -1.700
N9 -5.327 -0.745 -0.273
C50 -6.231 -1.865 0.102
C51 -6.163 -2.144 1.602
O18 -6.069 -1.011 2.474
C52 -6.389 -1.296 3.832
H107 -4.061 3.262 -2.849
H108 -2.680 2.303 -2.615
H109 -3.164 3.354 -1.283
H110 -3.602 -0.120 -2.416
H111 -4.822 0.855 -3.240
H112 -5.596 -1.369 -2.263
H113 -6.612 -0.054 -1.840
H114 -4.355 -1.004 -0.188
H115 -6.020 -2.812 -0.394
H116 -7.252 -1.746 -0.259
H117 -5.258 -2.707 1.831
H118 -7.042 -2.729 1.875
H119 -5.917 -0.581 4.506
H120 -5.847 -2.155 4.225
H121 -7.430 -1.403 4.137

LUMO, eV: -6.9
Net charge: +1
Orbital gap, Ha: 0.095

Löwdin atomic charge list, values in e, 2 entries: In 1.10; C 0.13

***

(2)
C52H132N18O18P6 | ωB97M-V with the def2-TZVPD basis set

Geometry (Å):
C1 -2.370 -23.111 11.141
N1 -1.080 -22.536 11.430
C2 0.007 -22.774 10.546
P1 -0.918 -21.554 12.748
O1 -1.631 -22.020 13.959
N2 0.690 -21.281 13.115
C3 1.684 -20.431 12.482
C4 1.319 -22.189 14.088
N3 -1.576 -20.162 12.179
C5 -1.391 -19.767 10.755
C6 -1.915 -19.119 13.086
H1 -2.870 -23.146 12.107
H2 -2.245 -24.109 10.722
H3 -3.100 -22.515 10.559
H4 0.020 -22.194 9.601
H5 -0.107 -23.842 10.346
H6 0.925 -22.625 11.112
H7 2.358 -21.068 11.925
H8 1.259 -19.723 11.747
H9 2.321 -19.911 13.214
H10 2.233 -21.717 14.489
H11 0.651 -22.389 14.892
H12 1.796 -23.099 13.714
H13 -0.703 -18.946 10.626
H14 -1.148 -20.668 10.236
H15 -2.347 -19.426 10.313
H16 -1.164 -18.350 13.107
H17 -2.096 -19.530 14.078
H18 -2.785 -18.613 12.676
C7 -4.723 -30.860 17.811
N4 -4.897 -29.496 17.310
C8 -4.118 -29.239 16.044
P2 -4.984 -28.351 18.455
O2 -3.877 -27.984 19.347
N5 -5.429 -26.981 17.658
C9 -6.645 -27.010 16.764
C10 -4.926 -25.641 17.923
N6 -6.232 -28.964 19.430
C11 -7.456 -29.468 18.850
C12 -6.190 -28.771 20.920
H19 -5.150 -30.951 18.762
H20 -3.641 -31.094 18.020
H21 -5.075 -31.617 17.059
H22 -4.316 -28.194 15.742
H23 -4.499 -29.964 15.290
H24 -3.089 -29.563 16.174
H25 -6.493 -26.255 15.989
H26 -6.768 -28.024 16.292
H27 -7.504 -26.696 17.377
H28 -5.518 -25.264 18.789
H29 -3.859 -25.733 18.006
H30 -5.166 -24.972 17.099
H31 -7.394 -29.729 17.799
H32 -7.747 -30.345 19.443
H33 -8.286 -28.725 18.947
H34 -6.414 -29.673 21.378
H35 -6.888 -27.935 21.202
H36 -5.175 -28.482 21.198
C13 -6.169 -19.936 14.597
N7 -6.260 -21.086 15.569
C14 -5.270 -22.131 15.169
P3 -6.123 -20.749 17.229
O3 -4.708 -20.469 17.617
N8 -7.156 -19.451 17.522
C15 -6.739 -18.084 17.279
C16 -8.584 -19.657 17.860
N9 -6.686 -22.137 17.929
C17 -7.666 -23.034 17.466
C18 -6.569 -22.256 19.359
H37 -6.485 -20.294 13.588
H38 -5.085 -19.608 14.548
H39 -6.875 -19.142 14.981
H40 -5.618 -23.151 15.366
H41 -4.295 -21.961 15.598
H42 -5.143 -22.133 14.060
H43 -7.142 -17.663 16.334
H44 -7.060 -17.507 18.135
H45 -5.628 -17.997 17.303
H46 -8.842 -20.690 17.577
H47 -8.735 -19.577 18.952
H48 -9.224 -18.990 17.335
H49 -7.754 -23.073 16.354
H50 -7.447 -24.068 17.796
H51 -8.643 -22.875 17.856
H52 -7.310 -21.789 19.993
H53 -5.601 -21.817 19.659
H54 -6.493 -23.345 19.662
C19 2.952 -24.596 20.727
N10 2.978 -23.323 21.438
C20 2.173 -22.314 20.717
P4 3.462 -23.276 23.034
O4 4.543 -24.213 23.451
N11 3.872 -21.671 23.152
C21 3.751 -21.133 24.516
C22 5.034 -21.185 22.372
N12 2.163 -23.494 24.004
C23 0.825 -23.022 23.669
C24 2.192 -24.363 25.179
H55 3.487 -24.450 19.817
H56 1.897 -24.899 20.602
H57 3.486 -25.295 21.302
H58 2.523 -22.224 19.691
H59 2.123 -21.356 21.217
H60 1.142 -22.646 20.729
H61 2.927 -21.542 25.038
H62 4.715 -21.249 25.035
H63 3.530 -20.069 24.383
H64 4.952 -21.723 21.420
H65 4.940 -20.058 22.398
H66 5.918 -21.515 22.892
H67 0.162 -23.717 23.212
H68 0.250 -22.542 24.469
H69 0.941 -22.187 22.974
H70 3.252 -24.607 25.424
H71 1.585 -25.266 24.955
H72 1.808 -23.909 26.052
C25 2.705 -28.332 21.436
N13 1.456 -27.836 21.877
C26 1.580 -26.866 23.014
P5 -0.016 -28.002 21.130
O5 0.103 -28.872 19.927
N14 -1.011 -28.458 22.397
C27 -0.553 -29.423 23.410
C28 -2.434 -28.463 22.038
N15 -0.481 -26.485 20.597
C29 -1.330 -25.541 21.319
C30 -0.317 -26.247 19.178
H73 2.619 -28.997 20.581
H74 3.256 -28.789 22.202
H75 3.432 -27.536 21.166
H76 2.621 -26.938 23.292
H77 1.027 -27.161 23.917
H78 1.231 -25.851 22.790
H79 -1.268 -29.412 24.254
H80 -0.495 -30.417 23.040
H81 0.391 -29.101 23.822
H82 -2.855 -29.485 22.182
H83 -3.055 -27.831 22.719
H84 -2.592 -28.149 21.066
H85 -1.127 -25.714 22.367
H86 -0.977 -24.486 21.158
H87 -2.406 -25.687 21.172
H88 -0.073 -25.204 19.022
H89 -1.214 -26.591 18.645
H90 0.511 -26.936 18.833
C31 -3.035 -14.338 15.010
N16 -2.815 -15.662 15.553
C32 -3.689 -16.712 14.990
P6 -1.291 -16.099 16.084
O6 -0.292 -16.404 15.008
N17 -0.767 -14.809 17.041
C33 0.391 -14.075 16.543
C34 -1.275 -14.563 18.429
N18 -1.629 -17.507 16.994
C35 -0.688 -18.627 17.000
C36 -2.756 -17.704 18.008
H91 -2.627 -13.556 15.623
H92 -4.086 -14.185 14.891
H93 -2.643 -14.288 13.988
H94 -4.734 -16.613 15.259
H95 -3.433 -17.639 15.482
H96 -3.635 -16.875 13.917
H97 0.140 -13.023 16.684
H98 1.223 -14.294 17.152
H99 0.659 -14.296 15.511
H100 -2.120 -15.144 18.543
H101 -0.631 -14.834 19.263
H102 -1.601 -13.499 18.469
H103 0.021 -18.415 16.255
H104 -0.219 -18.764 17.973
H105 -1.166 -19.578 16.762
H106 -2.525 -17.932 19.082
H107 -3.342 -18.552 17.627
H108 -3.420 -16.833 18.009
C37 2.505 -17.963 21.890
C38 1.397 -17.692 22.838
C39 0.058 -18.223 22.280
O7 -0.421 -19.035 23.346
C40 0.454 -19.123 24.307
O8 0.354 -19.723 25.339
O9 1.604 -18.366 24.077
H109 3.431 -17.505 22.165
H110 2.282 -17.430 20.943
H111 2.623 -19.006 21.766
H112 1.331 -16.621 22.926
H113 0.365 -18.818 21.393
H114 -0.664 -17.438 22.045
C41 0.024 -26.143 15.353
C42 -0.895 -25.135 14.760
C43 -1.071 -25.377 13.251
O10 -2.445 -25.791 13.217
C44 -3.062 -25.587 14.386
O11 -4.234 -25.695 14.589
O12 -2.160 -25.322 15.357
H115 1.076 -25.899 15.320
H116 -0.055 -27.151 14.958
H117 -0.082 -26.317 16.449
H118 -0.589 -24.150 14.925
H119 -0.396 -26.157 13.028
H120 -0.945 -24.473 12.673
C45 -4.026 -19.284 23.198
C46 -3.907 -18.992 21.748
C47 -5.282 -19.099 21.048
O13 -5.380 -17.875 20.319
C48 -4.348 -16.998 20.678
O14 -4.280 -15.917 20.290
O15 -3.486 -17.606 21.494
H121 -3.013 -19.079 23.609
H122 -4.353 -20.255 23.420
H123 -4.659 -18.603 23.735
H124 -3.104 -19.675 21.411
H125 -6.107 -19.050 21.752
H126 -5.297 -19.985 20.397
C49 -0.736 -22.380 17.116
C50 -1.819 -22.071 18.154
C51 -2.766 -23.209 18.674
O16 -2.990 -22.903 20.072
C52 -2.007 -21.963 20.459
O17 -1.966 -21.523 21.563
O18 -1.269 -21.664 19.405
H127 -0.529 -23.466 17.151
H128 0.169 -21.715 17.214
H129 -1.307 -22.290 16.185
H130 -2.338 -21.220 17.683
H131 -2.216 -24.189 18.595
H132 -3.741 -23.198 18.212

SMILES: CN(C)P(=O)(N(C)C)N(C)C.CN(C)P(=O)(N(C)C)N(C)C.CN(C)P(=O)(N(C)C)N(C)C.CN(C)P(=O)(N(C)C)N(C)C.CN(C)P(=O)(N(C)C)N(C)C.CN(C)P(=O)(N(C)C)N(C)C.C[C@H]1COC(=O)O1.C[C@H]1COC(=O)O1.C[C@H]1COC(=O)O1.C[C@H]1COC(=O)O1
LUMO, eV: 0.4
Orbital gap, Ha: 0.306

Löwdin atomic charge list, values in e, 2 entries: C -0.09; N -0.36